{
  "formula": "C6H15NO",
  "method": "ωB97M-V/def2-TZVPD",
  "total_charge": 0,
  "molar_mass_g_mol": 117.19,
  "e_above_lowest_kj_mol": 261.45,
  "spin_multiplicity": 1,
  "lumo_ha": 0.0322,
  "homo_ev": -8.06,
  "energy_ha": -367.5317,
  "smiles": "C[C@@H]1CCCN1C.O",
  "symbols": ["O", "N", "C", "C", "C", "C", "C", "C", "H", "H", "H", "H", "H", "H", "H", "H", "H", "H", "H", "H", "H", "H", "H"],
  "coordinates": [[3.0700, 2.3992, 1.1777], [-1.1416, 0.0782, -0.5152], [-2.1784, 1.0224, -0.1840], [0.2854, 0.2684, -0.3174], [-1.4725, -1.2468, 0.1284], [-0.2577, -1.9116, 0.6108], [1.1377, -0.0576, -1.5710], [0.5765, -0.5667, 0.8837], [2.3686, 1.8632, 1.5276], [1.6016, -0.8446, 0.9479], [-2.9608, 0.4483, 0.3318], [0.3706, -0.0676, 1.8084], [-2.1201, -1.7146, -0.6545], [-2.1920, -1.0429, 0.9366], [3.2155, 2.2302, 0.3039], [2.1628, -0.1266, -1.4397], [0.3535, 1.3655, -0.0974], [-2.5710, 1.1887, -1.2080], [0.2945, -2.5858, -0.1907], [-0.3813, -2.4465, 1.5887], [0.8542, 0.7769, -2.2596], [-1.8521, 1.9891, 0.2865], [0.8365, -1.0190, -2.0944]]
}